Here is 9 unconnected molecules or ions with the total composition C57H54ClN9O21S from the Open Molecules 2025 dataset. Energies are from ωB97M-V/def2-TZVPD.

* highest occupied orbital energy: -9.7 eV
* total charge: 0
* SMILES: N#CO[C@]1(CCCCO)OS(=O)(=O)CC[C@H]1Cl.O=[N+]([O-])c1ccccc1.O=[N+]([O-])c1ccccc1.O=[N+]([O-])c1ccccc1.O=[N+]([O-])c1ccccc1.O=[N+]([O-])c1ccccc1.O=[N+]([O-])c1ccccc1.O=[N+]([O-])c1ccccc1.O=[N+]([O-])c1ccccc1

Each line ends with the Mulliken charge.
Atoms and positions in Å:
N1 -2.1844 4.1205 0.7758  -0.60
C1 -1.2744 3.3586 0.9920  0.59
O1 -0.1747 2.4996 1.1618  -0.31
C2 -0.0876 1.5007 0.0808  0.94
C3 -0.0092 2.1940 -1.3894  -1.51
C4 0.8982 3.5045 -1.4772  -0.95
C5 2.3523 3.4396 -0.8201  0.17
C6 2.9742 4.9433 -0.9342  -0.59
O2 3.0257 5.3822 -2.3168  -0.50
O3 -1.3124 0.6790 -0.0073  -0.48
S1 -1.7475 0.0375 1.4680  1.03
O4 -2.4691 -1.2730 1.1660  -0.58
O5 -2.7079 0.8663 2.2780  -0.64
C7 -0.2479 -0.4132 2.4658  -0.36
C8 0.9190 -0.6851 1.3642  -1.02
C9 1.2041 0.6067 0.4521  0.12
Cl1 2.2159 0.0539 -0.9638  -0.03
H1 0.1761 1.4175 -2.2253  0.77
H2 -1.0943 2.5412 -1.5896  0.36
H3 1.0528 3.7298 -2.6041  0.31
H4 0.3069 4.4051 -1.0711  0.35
H5 2.2048 3.2786 0.3156  0.00
H6 3.0764 2.6902 -1.2829  0.11
H7 2.2240 5.6246 -0.3730  0.27
H8 3.9739 5.0334 -0.3827  0.37
H9 3.5810 6.2020 -2.2913  0.32
H10 -0.4790 -1.3659 3.0738  0.51
H11 0.0675 0.3954 3.2128  0.23
H12 1.8882 -0.8943 1.9579  0.44
H13 0.6338 -1.6240 0.7498  0.33
H14 1.8882 1.2953 1.0857  0.30
O6 3.1826 0.1632 -3.9245  -0.57
N2 3.4138 -0.2283 -5.0600  1.08
O7 4.0143 0.4186 -5.9071  -0.61
C10 2.9344 -1.5617 -5.4309  -0.24
C11 2.2138 -2.3151 -4.5053  -0.14
C12 1.7396 -3.5720 -4.8693  -0.47
C13 1.9894 -4.0684 -6.1452  -0.47
C14 2.7188 -3.3152 -7.0621  -0.46
C15 3.1944 -2.0567 -6.7081  -0.30
H15 2.0119 -1.9404 -3.5075  0.45
H16 1.1723 -4.1640 -4.1588  0.43
H17 1.6131 -5.0473 -6.4276  0.39
H18 2.9130 -3.7088 -8.0545  0.40
H19 3.7585 -1.4789 -7.4325  0.49
O8 -2.1027 1.8581 -3.0873  -0.64
N3 -1.6149 2.2988 -4.1226  1.21
O9 -0.4132 2.3905 -4.3376  -0.60
C16 -2.5318 2.7504 -5.1708  0.07
C17 -3.9077 2.6976 -4.9512  -0.27
C18 -4.7740 3.1503 -5.9410  -0.65
C19 -4.2667 3.6459 -7.1389  -0.30
C20 -2.8920 3.6864 -7.3557  -0.38
C21 -2.0177 3.2387 -6.3709  -0.44
H20 -4.3160 2.3138 -4.0225  0.46
H21 -5.8464 3.1198 -5.7779  0.38
H22 -4.9444 4.0027 -7.9045  0.45
H23 -2.5021 4.0710 -8.2919  0.41
H24 -0.9487 3.2787 -6.5514  0.45
O10 0.6929 2.6927 9.5031  -0.59
N4 0.6385 2.1240 8.4219  1.16
O11 1.3261 1.1578 8.1122  -0.68
C22 -0.3086 2.6344 7.4284  -0.45
C23 -1.0830 3.7547 7.7275  -0.40
C24 -1.9639 4.2500 6.7714  -0.62
C25 -2.0702 3.6260 5.5314  -0.32
C26 -1.3018 2.5016 5.2430  -0.52
C27 -0.4161 2.0010 6.1917  0.13
H25 -1.0097 4.2501 8.6896  0.49
H26 -2.5664 5.1252 6.9913  0.40
H27 -2.7549 4.0185 4.7851  0.49
H28 -1.3916 2.0178 4.2751  0.36
H29 0.1793 1.1258 5.9532  0.57
O12 3.8433 -4.1888 -2.3968  -0.57
N5 4.9672 -4.1772 -1.9128  1.03
O13 5.2213 -4.4361 -0.7455  -0.61
C28 6.0832 -3.8234 -2.7932  -0.24
C29 5.8298 -3.4854 -4.1219  0.23
C30 6.8895 -3.1266 -4.9485  -0.54
C31 8.1888 -3.1114 -4.4494  -0.40
C32 8.4365 -3.4600 -3.1246  -0.46
C33 7.3826 -3.8175 -2.2897  -0.38
H30 4.8218 -3.4932 -4.5233  0.36
H31 6.7024 -2.8553 -5.9826  0.40
H32 9.0130 -2.8253 -5.0962  0.38
H33 9.4517 -3.4491 -2.7419  0.37
H34 7.5887 -4.0838 -1.2586  0.44
O14 0.5717 -4.3432 1.1445  -0.58
N6 0.0914 -5.4702 1.1118  1.00
O15 0.7156 -6.4791 0.8175  -0.60
C34 -1.3279 -5.6171 1.4434  -0.30
C35 -2.0821 -4.4858 1.7479  0.13
C36 -3.4349 -4.6252 2.0390  -0.28
C37 -4.0234 -5.8865 2.0292  -0.64
C38 -3.2624 -7.0146 1.7344  -0.45
C39 -1.9093 -6.8840 1.4391  -0.37
H35 -1.6366 -3.4970 1.7589  0.35
H36 -4.0323 -3.7492 2.2707  0.55
H37 -5.0813 -5.9911 2.2516  0.39
H38 -3.7259 -7.9956 1.7311  0.38
H39 -1.3281 -7.7703 1.2079  0.46
O16 -3.8080 -4.8481 6.3820  -0.61
N7 -3.8075 -3.9359 7.1976  1.01
O17 -3.9979 -4.0800 8.3974  -0.61
C40 -3.5675 -2.5780 6.7026  -0.07
C41 -3.3830 -2.3661 5.3368  -0.49
C42 -3.1794 -1.0715 4.8691  -0.26
C43 -3.1566 -0.0036 5.7599  -0.84
C44 -3.3309 -0.2219 7.1238  -0.48
C45 -3.5380 -1.5125 7.6014  -0.49
H40 -3.3985 -3.1900 4.6312  0.47
H41 -3.0411 -0.8930 3.8082  0.73
H42 -3.0033 1.0051 5.3888  0.69
H43 -3.3091 0.6154 7.8143  0.44
H44 -3.6758 -1.6692 8.6659  0.47
O18 -6.6740 3.4957 -11.4268  -0.58
N8 -5.5494 3.5078 -10.9487  0.95
O19 -5.2915 3.2478 -9.7784  -0.63
C46 -4.4362 3.8613 -11.8331  -0.09
C47 -4.6937 4.1999 -13.1607  -0.35
C48 -3.6365 4.5581 -13.9907  -0.45
C49 -2.3356 4.5723 -13.4960  -0.39
C50 -2.0838 4.2231 -12.1723  -0.44
C51 -3.1351 3.8662 -11.3342  -0.01
H45 -5.7027 4.1930 -13.5586  0.44
H46 -3.8267 4.8298 -15.0239  0.37
H47 -1.5134 4.8579 -14.1455  0.37
H48 -1.0672 4.2330 -11.7930  0.39
H49 -2.9258 3.5993 -10.3046  0.36
O20 5.5059 -1.7683 11.9664  -0.60
N9 4.5527 -2.0057 12.6962  0.99
O21 4.6197 -2.6495 13.7346  -0.60
C52 3.2415 -1.4878 12.2970  0.08
C53 3.1154 -0.7809 11.1017  -0.60
C54 1.8641 -0.3115 10.7145  -0.01
C55 0.7531 -0.5454 11.5202  -0.40
C56 0.8871 -1.2430 12.7177  -0.43
C57 2.1339 -1.7182 13.1111  -0.41
H50 3.9733 -0.5924 10.4654  0.43
H51 1.7536 0.2351 9.7812  0.38
H52 -0.2235 -0.1825 11.2125  0.40
H53 0.0177 -1.4194 13.3427  0.37
H54 2.2242 -2.2630 14.0446  0.43

Cartesian forces (eV/Å) of the 2 atoms listed first:
N 4.4841 -3.7244 1.2596
C -1.4761 1.4858 -0.9681